(1)
This record from the Open Molecules 2025 dataset describes a molecular structure, C8H19AlN2O11P2 in a non-equilibrium geometry. The level of theory is ωB97M-V/def2-TZVPD.

Geometry (Å):
P: 29.6434 -11.3469 -0.6454
P: 30.6394 -9.4208 3.1606
Al: 28.1714 -8.3384 0.6812
O: 30.8575 -11.9779 0.0774
O: 28.7549 -5.4171 0.4334
O: 31.5374 -10.6012 2.7516
O: 28.4202 -11.3293 0.2533
O: 30.1263 -9.8633 -0.5955
O: 26.2002 -6.2551 1.3171
O: 26.1143 -8.1361 -1.4335
O: 29.4026 -11.9837 -2.0090
O: 29.1492 -9.7865 3.0342
O: 31.1125 -8.7692 4.4640
O: 30.9616 -8.6063 1.8878
N: 23.9334 -6.2313 1.2203
N: 28.5917 -3.2246 -0.1207
C: 28.1504 -2.8062 1.1826
C: 25.1569 -6.3405 -2.7888
C: 28.9270 -4.5274 -0.3629
C: 29.2430 -2.1582 -0.8673
C: 22.7165 -5.5984 1.6056
C: 25.5215 -7.7931 -2.6726
C: 23.7506 -7.4866 0.5147
C: 25.1364 -5.7610 1.6013
H: 27.3993 -3.4799 1.5927
H: 22.9403 -4.7133 2.2134
H: 23.0240 -8.1376 1.0156
H: 25.0084 -4.8065 2.1453
H: 24.6469 -8.1083 0.4654
H: 22.2142 -6.2151 2.3616
H: 24.6807 -5.9193 -3.6853
H: 22.0094 -5.2024 0.8740
H: 29.0041 -2.8700 1.8717
H: 27.8417 -1.7626 1.1965
H: 23.4330 -7.4030 -0.5255
H: 29.2371 -4.6788 -1.4075
H: 26.0653 -5.7543 -2.6064
H: 30.1861 -1.8114 -0.4413
H: 26.0721 -8.1606 -3.5552
H: 24.5050 -6.0455 -1.9587
H: 29.3005 -2.4337 -1.9229
H: 24.6076 -8.4097 -2.7943
H: 28.5116 -1.3483 -0.9418

Energy above the lowest of the compared OMol25 structures with the same formula, charge and spin ... 44.16 kcal per mole
LUMO ... 7.37 eV
Spin multiplicity ... 1
Largest force on an atom ... 0.060 hartree/bohr
Net charge ... -4
Kohn-Sham gap ... 1.4242 eV
HOMO energy ... 5.9 eV


(2)
This record from the Open Molecules 2025 dataset describes C4H6N2O in the gas phase in a non-equilibrium geometry. The level of theory is ωB97M-V/def2-TZVPD.

Geometry (Å):
O: 0.8904 -1.8681 1.0599
N: 1.8214 0.9393 0.0574
N: -0.4231 1.3694 0.5322
C: -1.0713 0.6676 -0.6024
C: 0.7166 0.5372 0.5378
C: 0.1697 -0.8522 0.5467
C: -0.9402 -0.7867 -0.1918
H: -0.1268 2.2968 0.2374
H: 2.4390 0.1491 -0.1156
H: -1.5421 -1.5985 -0.5816
H: 0.4764 -2.7021 0.7997
H: -2.0735 1.0240 -0.8496
H: -0.3366 0.8241 -1.4301

Energy above the lowest of the compared OMol25 structures with the same formula, charge and spin ... 51.46 kcal per mole
LUMO ... 0.62 eV
Spin multiplicity ... 1
Largest force on an atom ... 0.020 hartree/bohr
SMILES ... [H]/N=C1/NCC=C1O
Kohn-Sham gap ... 9.6918 eV
HOMO energy ... -9.1 eV